The following is a DFT calculation (ωB97M-V/def2-TZVPD) of a 5-piece molecular cluster, C8H18FN5O12S overall.

Lowest unoccupied orbital energy   -0.2936 eV
Gap between HOMO and LUMO   10.260 eV
Highest occupied orbital energy   -10.55 eV

```
! RIJCOSX wB97M-V def2-TZVPD def2/J DEFGRID3
* xyz 0 1
S 1.09 -1.04 -1.78
F -1.33 0.61 -1.16
O 0.80 0.07 -0.65
O 0.39 5.04 0.05
O -1.99 -4.15 0.75
O -0.02 -2.05 -1.31
O 6.30 -1.62 2.12
O -3.84 -0.55 0.52
O 1.80 4.23 -1.35
O 0.78 -0.53 -3.07
O -2.98 -6.06 0.89
O 6.63 -3.04 0.54
O 2.38 -1.58 -1.52
O -5.39 0.06 1.88
N 6.08 -2.07 1.01
N -2.06 -5.35 0.55
N -4.59 0.28 1.00
N -1.45 2.92 1.53
N 1.17 5.15 -0.88
C -0.62 2.16 0.95
C -4.49 1.66 0.46
C 5.06 -1.37 0.19
C -0.54 -0.02 -0.22
C -0.87 -1.52 -0.26
C 1.36 6.49 -1.48
C -0.93 -6.00 -0.17
C -0.74 0.67 1.10
H -1.74 0.41 1.45
H 2.41 6.74 -1.38
H -0.61 -2.03 0.66
H -1.34 -6.46 -1.06
H -3.46 1.98 0.62
H -4.71 1.61 -0.60
H 0.19 2.54 0.33
H 5.39 -0.35 0.07
H -0.01 0.31 1.83
H -0.53 -6.76 0.49
H 4.13 -1.40 0.75
H -0.20 -5.24 -0.41
H 0.73 7.20 -0.95
H -1.90 -1.66 -0.55
H -1.23 3.90 1.32
H -5.19 2.29 1.00
H 1.09 6.42 -2.53
H 4.97 -1.88 -0.76
*
```

---

The following is a DFT calculation (ωB97M-V/def2-TZVPD) of C8H18FO3P as an isolated structure.

Relative energy (zero: lowest compared OMol25 entry of this formula, charge and spin)   1.725 eV
Lowest unoccupied orbital energy   0.8400 eV
Gap between HOMO and LUMO   10.320 eV
Highest occupied orbital energy   -9.48 eV

```
! RIJCOSX wB97M-V def2-TZVPD def2/J DEFGRID3
* xyz 0 1
P 0.99 -0.58 -0.30
F -1.67 -0.19 -1.03
O 1.03 0.81 0.32
O 1.54 -1.58 0.60
O 1.28 -0.34 -1.80
C 0.73 -0.23 -4.20
C -3.06 -0.29 2.02
C 1.21 -1.13 -3.05
C 2.06 1.18 1.19
C -0.76 -1.05 -0.28
C 3.26 1.92 0.53
C -3.33 -1.43 2.62
C -2.72 0.97 2.67
H 1.27 -0.58 -5.12
H 1.58 1.88 1.95
H 2.26 -1.41 -3.11
H -2.94 -1.68 3.57
H -0.92 -2.08 -0.47
H -3.38 1.28 3.41
H -2.64 1.60 1.75
H -1.68 0.99 3.10
H -3.49 -0.37 0.95
H 0.51 -1.93 -2.74
H -1.25 -1.01 0.98
H -0.37 -0.18 -4.25
H 2.83 2.40 -0.41
H 2.41 0.27 1.75
H 3.44 2.91 1.05
H -3.46 -2.31 2.00
H 4.12 1.39 0.35
H 1.16 0.77 -4.00
*
```

---

The following is a DFT calculation (ωB97M-V/def2-TZVPD) of C8H18INO2P2S3 as an isolated structure.

Lowest unoccupied orbital energy   -1.6755 eV
Gap between HOMO and LUMO   4.165 eV
Highest occupied orbital energy   -5.84 eV

```
! RIJCOSX wB97M-V def2-TZVPD def2/J DEFGRID3
* xyz 0 1
I -2.05 1.45 0.00
S 1.48 1.27 1.09
S 0.58 1.69 -1.95
S -3.82 -1.28 1.42
P -2.27 -2.38 1.04
P -1.97 -0.72 -2.51
O 5.43 5.36 3.24
O 5.36 3.49 4.51
N 1.13 -0.18 0.08
C -0.88 -1.55 0.13
C -3.84 -0.63 -2.28
C 0.30 0.05 -1.17
C -1.19 -0.36 -0.83
C 3.89 3.68 2.67
C 0.42 -1.21 0.94
C -1.68 -2.52 -2.94
C 5.01 4.23 3.57
H 0.33 -0.99 1.99
H -2.67 -3.54 0.29
H -4.27 -1.58 -2.61
H -1.67 -2.87 2.24
H -4.19 0.17 -2.93
H 0.68 -0.69 -1.89
H -4.12 -0.50 -1.23
H -1.81 -3.14 -2.04
H 1.20 1.29 -3.10
H 3.56 2.69 3.01
H -0.71 -2.71 -3.41
H 3.03 4.35 2.69
H -2.46 -2.83 -3.65
H -0.53 -2.33 -0.57
H 1.02 -2.11 0.78
H 0.41 1.27 1.94
H 4.24 3.60 1.64
H 2.07 -0.46 -0.16
*
```

---

The following is a DFT calculation (ωB97M-V/def2-TZVPD) of a 2-piece molecular cluster, C8H18INO7P overall.

Relative energy (zero: lowest compared OMol25 entry of this formula, charge and spin)   2.480 eV
Lowest unoccupied orbital energy   1.8665 eV
Gap between HOMO and LUMO   2.379 eV
Highest occupied orbital energy   -0.51 eV

```
! RIJCOSX wB97M-V def2-TZVPD def2/J DEFGRID3
* xyz -1 1
I 2.06 -4.27 1.42
P 2.24 0.22 1.04
O 2.46 1.79 1.26
O 3.43 -0.59 1.34
O -1.79 0.56 1.15
O -2.49 -1.21 -0.14
O -2.18 3.42 -0.91
O -4.28 3.37 2.09
O 0.91 -0.15 1.81
N 0.54 -0.59 -1.15
C 1.52 -2.92 -1.27
C 0.45 -2.00 -0.67
C 2.69 -3.28 -0.36
C -1.65 -0.14 0.17
C -3.32 2.97 1.36
C -0.73 0.25 -0.92
C 1.78 0.15 -0.72
C -3.16 3.86 -0.22
H -0.54 -2.33 -0.98
H 2.63 -0.31 -1.23
H 0.64 -0.66 -2.20
H 1.02 -3.85 -1.57
H 3.29 -2.43 -0.05
H -2.28 3.14 1.73
H 0.49 -2.02 0.42
H 0.75 0.33 2.64
H -4.19 3.68 -0.60
H 3.28 1.92 1.75
H 3.33 -4.01 -0.85
H -3.38 1.96 0.90
H -1.23 0.23 -1.91
H -3.09 4.88 0.20
H -0.43 1.27 -0.72
H 1.92 -2.48 -2.19
H -2.35 -1.92 0.50
H 1.68 1.17 -1.10
*
```

---

The following is a DFT calculation (ωB97M-V/def2-TZVPD) of C8H18N2O2S in the gas phase.

Relative energy (zero: lowest compared OMol25 entry of this formula, charge and spin)   1.343 eV
Lowest unoccupied orbital energy (alpha / beta)   0.6096 / -2.5150 eV
Gap between HOMO and LUMO (alpha / beta)   5.064 / 6.719 eV
Highest occupied orbital energy (alpha / beta)   -4.45 / -9.23 eV

```
! RIJCOSX wB97M-V def2-TZVPD def2/J DEFGRID3
* xyz 0 3
S -1.46 -0.59 1.84
O -2.34 0.49 2.27
O -2.00 -1.91 2.07
N 0.33 -0.04 0.10
N -1.25 -0.39 0.18
C 0.99 -0.61 1.23
C -1.54 -1.49 -0.64
C -0.18 2.27 1.09
C -0.58 -2.76 -0.74
C -1.65 -1.00 -2.07
C 0.40 1.47 -0.09
C 1.68 2.02 -0.68
C 0.18 -0.47 2.51
H 2.13 1.53 -1.64
H -2.20 -0.14 -2.12
H -0.94 -3.48 -1.36
H 0.33 2.05 1.94
H -2.53 -1.67 -0.28
H -0.44 -3.07 0.23
H 2.53 1.95 0.17
H -0.68 -0.60 -2.50
H -1.25 2.06 1.29
H -0.26 1.68 -1.06
H 0.30 -2.36 -1.08
H 0.08 3.40 0.93
H 1.51 2.97 -0.91
H 1.96 0.00 1.28
H 0.45 -1.19 3.30
H -1.78 -1.77 -2.85
H 0.30 0.36 3.05
H 1.03 -1.63 1.14
*
```

---

The following is a DFT calculation (ωB97M-V/def2-TZVPD) of a 3-piece molecular cluster, C8H18N2O4S overall.

Relative energy (zero: lowest compared OMol25 entry of this formula, charge and spin)   0.000 eV
Lowest unoccupied orbital energy (alpha / beta)   -0.0706 / -3.8368 eV
Gap between HOMO and LUMO (alpha / beta)   3.792 / 3.592 eV
Highest occupied orbital energy (alpha / beta)   -3.86 / -7.43 eV

```
! RIJCOSX wB97M-V def2-TZVPD def2/J DEFGRID3
* xyz 0 3
S -3.41 -0.94 -0.26
O -3.12 -2.11 0.45
O -4.81 -0.51 -0.21
O -2.85 1.79 0.29
O -4.90 2.66 0.78
N -0.32 -0.57 -1.65
N 0.90 0.05 0.21
C 1.60 1.29 0.20
C 0.97 -2.43 -0.57
C 0.63 -0.67 2.47
C -0.60 0.84 -1.82
C 0.87 -0.82 -0.95
C 3.11 1.24 -0.13
C -0.09 -0.12 1.24
C -3.88 2.23 0.56
H -0.94 -0.82 0.94
H 0.60 -1.79 2.17
H -0.35 -1.07 -2.50
H 1.85 -2.81 -0.03
H -0.93 1.24 -0.89
H 0.02 -2.68 -0.04
H 1.83 -0.57 -1.44
H 0.08 -0.53 3.36
H 3.57 0.38 0.34
H -0.53 0.87 1.44
H 0.20 1.31 -2.40
H 1.70 1.48 1.20
H -1.47 0.99 -2.47
H 1.70 -0.31 2.47
H 3.67 2.16 0.19
H 3.11 1.05 -1.16
H 1.08 2.04 -0.33
H 0.72 -2.90 -1.48
*
```

---

The following is a DFT calculation (ωB97M-V/def2-TZVPD) of a 2-piece molecular cluster, C8H18N2S overall.

Relative energy (zero: lowest compared OMol25 entry of this formula, charge and spin)   2.760 eV
Lowest unoccupied orbital energy   0.8712 eV
Gap between HOMO and LUMO   9.456 eV
Highest occupied orbital energy   -8.58 eV

```
! RIJCOSX wB97M-V def2-TZVPD def2/J DEFGRID3
* xyz 0 1
S -0.03 0.68 -1.69
N -0.82 1.16 -2.97
N 0.77 -0.75 -2.32
C -0.66 -0.05 2.28
C 2.53 2.01 -0.75
C 1.41 1.83 -1.92
C 1.22 -1.10 1.07
C -2.15 -0.36 2.28
C -1.17 -1.91 0.78
C -2.36 -0.94 0.87
C -0.05 -1.07 1.32
H -1.89 1.23 -2.80
H -2.73 0.43 2.56
H 0.95 2.89 -2.06
H -0.14 0.01 3.31
H -1.33 -2.82 1.33
H 1.67 -1.86 0.47
H 3.39 2.40 -1.22
H 2.04 -0.47 1.47
H 0.23 -1.26 -2.89
H -0.46 0.93 1.90
H 2.10 2.53 0.05
H -2.35 -0.05 0.25
H 2.82 1.13 -0.26
H -1.05 -2.41 -0.17
H 1.50 -1.20 -1.65
H -3.29 -1.29 0.68
H 2.06 1.59 -2.83
H -2.22 -1.25 2.93
*
```

---

The following is a DFT calculation (ωB97M-V/def2-TZVPD) of an isolated ion of composition C8H18N7 and charge +1.

Relative energy (zero: lowest compared OMol25 entry of this formula, charge and spin)   4.875 eV
Lowest unoccupied orbital energy (alpha / beta)   -2.8987 / -3.6797 eV
Gap between HOMO and LUMO (alpha / beta)   8.653 / 6.636 eV
Highest occupied orbital energy (alpha / beta)   -11.55 / -10.32 eV

```
! RIJCOSX wB97M-V def2-TZVPD def2/J DEFGRID3
* xyz 1 1
N -0.92 -0.97 1.23
N -1.37 0.15 -0.75
N 3.09 -0.91 -0.96
N -1.42 -1.22 2.44
N 0.85 -0.14 -1.36
N 1.87 0.70 0.45
N -2.82 -1.47 -0.10
C 0.55 1.07 0.61
C -1.66 -0.74 0.13
C -0.17 0.78 -0.70
C -3.80 -1.11 -1.07
C 4.19 -1.38 -0.02
C -0.31 1.98 -1.68
C 0.25 2.19 1.51
C 1.96 -0.13 -0.62
H -0.88 2.80 -1.11
H -2.44 -1.23 2.49
H 2.97 -1.47 -1.86
H 4.53 -0.49 0.60
H 0.83 -0.66 -2.23
H 0.62 3.17 1.03
H -4.16 -1.97 -1.57
H 5.05 -1.65 -0.59
H -3.07 -2.23 0.57
H 3.86 -2.09 0.70
H 0.68 2.27 -2.23
H 0.71 1.86 2.42
H 2.52 0.95 1.06
H -0.87 2.24 1.68
H -0.98 -2.10 2.84
H -4.63 -0.49 -0.66
H -3.14 -0.37 -1.75
H -0.93 1.53 -2.44
*
```

---

The following is a DFT calculation (ωB97M-V/def2-TZVPD) of C8H18NO3P2 as an isolated structure.

Relative energy (zero: lowest compared OMol25 entry of this formula, charge and spin)   0.000 eV
Lowest unoccupied orbital energy   -2.9657 eV
Gap between HOMO and LUMO   10.060 eV
Highest occupied orbital energy   -13.03 eV

```
! RIJCOSX wB97M-V def2-TZVPD def2/J DEFGRID3
* xyz 1 1
P -0.16 -1.53 -1.33
P -4.47 0.64 -0.60
O 1.77 0.34 -0.86
O -2.06 -0.55 -0.66
O -3.04 1.18 0.16
N 0.14 -1.94 0.17
C 1.42 -2.04 0.72
C -1.98 0.48 -0.03
C 2.07 1.44 -0.42
C -1.08 -2.56 0.98
C -0.78 0.92 0.55
C 1.33 2.12 0.74
C 3.17 2.26 -1.01
C -0.14 2.07 0.28
H 2.27 -2.09 0.02
H -0.32 0.24 1.29
H -0.55 2.81 -0.41
H -0.80 -3.52 1.39
H 3.52 1.88 -1.96
H -1.85 -2.43 0.28
H -5.24 1.19 0.38
H -1.07 -2.35 -1.90
H 0.10 -0.25 -1.90
H 2.82 3.32 -1.00
H -1.24 -1.82 1.77
H -4.59 -0.48 0.20
H 1.29 1.57 1.59
H 0.91 -2.07 -1.81
H 3.91 2.33 -0.24
H 1.44 -2.97 1.23
H 1.59 -1.28 1.46
H 1.62 3.11 0.89
*
```

---

The following is a DFT calculation (ωB97M-V/def2-TZVPD) of a 2-piece molecular cluster, C8H18NO3PS overall.

Relative energy (zero: lowest compared OMol25 entry of this formula, charge and spin)   3.217 eV
Lowest unoccupied orbital energy (alpha / beta)   0.5624 / 0.2596 eV
Gap between HOMO and LUMO (alpha / beta)   7.779 / 7.668 eV
Highest occupied orbital energy (alpha / beta)   -7.22 / -7.41 eV

```
! RIJCOSX wB97M-V def2-TZVPD def2/J DEFGRID3
* xyz 0 1
S -3.20 1.11 0.23
P 0.68 0.44 0.87
O 0.25 -1.91 -0.32
O 0.98 -0.45 2.02
O -0.46 1.51 1.26
N 3.85 -0.54 0.69
C -2.99 -1.73 0.11
C 2.70 0.95 -1.06
C -2.87 -1.48 1.63
C -2.48 -0.46 0.57
C 1.82 1.59 -0.02
C -3.59 1.02 -1.60
C 0.01 -0.63 -0.44
C 4.01 0.46 -0.53
H 2.15 0.13 -1.58
H 4.71 1.04 -0.01
H 0.47 -2.05 0.70
H -3.40 2.18 -1.82
H 2.54 2.12 0.63
H 3.56 -1.41 0.25
H 0.98 2.26 -0.42
H -2.32 -2.52 -0.29
H -4.61 0.68 -1.67
H -3.73 -1.35 2.34
H 4.65 -0.03 -1.28
H -2.86 0.36 -2.02
H -0.93 1.29 2.04
H -0.08 -0.37 -1.44
H 2.93 1.76 -1.84
H -1.97 -1.89 2.08
H 3.16 -0.37 1.37
H -3.94 -1.73 -0.45
*
```

---

The following is a DFT calculation (ωB97M-V/def2-TZVPD) of a 2-piece molecular cluster, C8H18NO3PS overall.

Relative energy (zero: lowest compared OMol25 entry of this formula, charge and spin)   0.000 eV
Lowest unoccupied orbital energy (alpha / beta)   0.1266 / -3.9973 eV
Gap between HOMO and LUMO (alpha / beta)   2.775 / 3.719 eV
Highest occupied orbital energy (alpha / beta)   -2.65 / -7.72 eV

```
! RIJCOSX wB97M-V def2-TZVPD def2/J DEFGRID3
* xyz 0 3
S -1.72 -0.66 2.90
P 1.54 -0.19 -1.12
O -0.85 0.56 -0.42
O 2.33 -1.25 -0.50
O 0.71 -0.65 -2.35
N 0.80 2.56 -0.26
C 1.92 2.35 -2.37
C -0.73 -3.38 2.35
C -1.35 -2.91 1.03
C 0.60 2.59 -1.70
C -0.74 -1.90 1.96
C -3.38 -0.79 2.19
C 0.30 0.59 -0.03
C 2.59 1.17 -1.79
H 0.24 -3.79 2.27
H 0.21 2.96 0.39
H 0.25 3.53 -2.03
H -0.15 -0.28 -2.08
H 3.22 0.76 -2.56
H -3.77 -1.85 2.00
H -0.06 1.82 -1.94
H 2.61 3.14 -2.20
H 0.51 0.84 1.05
H -3.49 -0.23 1.18
H 0.14 -1.38 1.48
H -2.38 -3.08 0.87
H -4.01 -0.34 2.88
H -0.84 -3.21 0.12
H 1.71 2.93 -0.09
H -1.35 -3.65 3.14
H 1.77 2.40 -3.48
H 3.34 1.34 -0.89
*
```

---

The following is a DFT calculation (ωB97M-V/def2-TZVPD) of C8H18NO4PS4 in the gas phase.

Lowest unoccupied orbital energy   0.1922 eV
Gap between HOMO and LUMO   8.945 eV
Highest occupied orbital energy   -8.75 eV

```
! RIJCOSX wB97M-V def2-TZVPD def2/J DEFGRID3
* xyz 0 1
S 1.32 -2.13 -1.44
S 5.09 0.37 -1.01
S -2.13 0.21 0.59
S 0.29 2.41 -0.33
P -1.62 1.91 -0.34
O -2.07 1.70 -1.90
O 1.12 -1.46 -2.73
O -2.46 3.12 0.39
O 1.10 -2.96 1.39
N -0.68 -1.95 2.04
C -2.24 2.78 -2.83
C 3.10 -1.80 -1.04
C -1.08 -0.89 -0.60
C -0.96 -2.65 3.24
C 0.30 -1.30 -0.05
C 3.27 -0.27 -0.83
C 0.22 -2.25 1.05
C -2.14 3.22 1.80
H -1.68 -1.77 -0.83
H -3.26 2.80 -3.16
H -1.05 -3.71 3.05
H 5.80 -0.68 -1.45
H -2.23 4.20 2.12
H 3.56 -2.47 -0.26
H -0.84 -0.39 -1.50
H 0.85 -0.35 0.23
H 2.73 0.27 -1.60
H -1.93 -2.33 3.70
H -1.09 2.96 2.06
H -1.42 -1.24 1.87
H -2.80 2.57 2.35
H 2.95 0.08 0.15
H -2.01 3.72 -2.41
H -0.11 -2.50 3.94
H 3.77 -1.89 -1.90
H -1.69 2.66 -3.75
*
```

---

no.,strongest force on any atom (Eh/bohr),E (a.u.)
1,0.0074,-1989.945143
2,0.1065,-982.490947
3,0.0507,-2695.619314
4,0.0234,-1535.975780
5,0.1410,-973.440461
6,0.1236,-1124.088526
7,0.1350,-823.155563
8,0.1083,-698.560547
9,0.0835,-1278.455624
10,0.0797,-1335.491697
11,0.1035,-1335.370726
12,0.1001,-2605.407508